This record from the OMol25 dataset describes a cluster of 7 separate species, C6H28N2O6 in total. The level of theory is ωB97M-V/def2-TZVPD.

Values from the calculation:
SMILES ... CCN[C@H](C)CNC.O.O.O.O.O.O
Relative energy (zero: lowest compared OMol25 entry of this formula, charge and spin) ... 322.7 kJ/mol
Multiplicity ... 1
Gap between HOMO and LUMO ... 8.878 eV

Last column: Mulliken charge in e.
Cartesian coordinates (Å):
C (0.7303, -1.2265, 2.1061)  -1.68
C (0.4121, -0.0117, 1.1820)  0.59
N (-0.9427, -0.2691, 0.6188)  0.16
C (-1.6680, 1.3778, -1.1473)  -1.38
C (-1.1633, -0.0385, -0.8361)  0.57
C (-2.1931, -1.0766, -1.2786)  -1.15
N (-2.0230, -1.6990, -2.6139)  -0.42
C (-0.5877, -1.9080, -2.8827)  -0.72
H (1.6764, -1.1176, 2.5512)  0.46
H (0.5970, -2.1122, 1.5056)  0.39
H (-0.1444, -1.3146, 2.8408)  0.34
H (1.1665, 0.0855, 0.3966)  0.05
H (0.2709, 0.9274, 1.6775)  -0.15
H (-1.6335, 0.2894, 1.1913)  0.26
H (-2.2221, 1.3351, -2.0633)  0.46
H (-2.2280, 1.8774, -0.4087)  0.35
H (-0.8673, 2.1278, -1.2718)  0.17
H (-0.2089, -0.1509, -1.3331)  0.21
H (-2.5586, -1.8611, -0.5932)  0.40
H (-3.2752, -0.6111, -1.1769)  0.29
H (-2.3064, -0.9868, -3.2824)  0.33
H (-0.0588, -2.2961, -2.0161)  0.08
H (-0.3561, -2.7795, -3.5401)  0.36
H (-0.0346, -1.0088, -3.2606)  0.36
H (3.7933, -0.0178, 1.4870)  0.32
H (4.3332, -0.3404, 0.0656)  0.33
O (4.3298, 0.3061, 0.7559)  -0.70
H (-0.6440, 2.6309, 2.4861)  0.27
H (-2.0218, 2.2365, 3.2043)  0.25
O (-1.5042, 2.1676, 2.4218)  -0.57
H (0.9063, 3.3491, -0.1687)  0.31
H (-0.5729, 3.9433, 0.2018)  0.27
O (0.1507, 3.3791, 0.4159)  -0.51
H (-1.4434, -2.0020, 1.2455)  0.32
H (-1.9602, -3.1297, 2.3182)  0.29
O (-2.1534, -2.6646, 1.5195)  -0.74
H (1.7364, -1.7672, -1.6016)  0.25
H (2.1123, -1.1917, -0.2668)  0.32
O (2.5156, -1.5743, -1.0358)  -0.69
H (3.4074, 1.6726, -0.0554)  0.28
H (2.6229, 2.9185, 0.3911)  0.31
O (2.6267, 2.2133, -0.2611)  -0.64

This record from the OMol25 dataset describes a structure of composition C21H35InN2O9P2Si. The level of theory is ωB97M-V/def2-TZVPD.

Values from the calculation:
Relative energy (zero: lowest compared OMol25 entry of this formula, charge and spin) ... 49.3 kJ/mol
Multiplicity ... 1
Net charge ... -2
Gap between HOMO and LUMO ... 6.618 eV

Last column: Mulliken charge in e.
Cartesian coordinates (Å):
In (1.1394, -0.4744, -0.3006)  2.92
C (1.8902, 0.9217, -4.6087)  -1.58
C (1.2162, 0.2807, -3.4108)  0.91
O (2.0301, 0.2464, -2.3802)  -0.73
C (-0.1390, -0.0882, -3.4255)  -1.33
C (-0.9444, -0.9073, -2.5349)  1.44
C (-2.2687, -1.2741, -3.1186)  -1.94
N (-0.6247, -1.2470, -1.3265)  0.32
N (-1.4178, -2.1669, -0.6871)  -0.86
C (-1.0071, -2.3597, 0.5690)  -0.02
O (-0.0762, -1.7003, 1.1916)  -0.93
C (-1.8647, -3.2693, 1.3847)  0.51
C (-1.5628, -3.3660, 2.7553)  -0.39
C (-2.3220, -4.1441, 3.6281)  -0.69
C (-3.4350, -4.8462, 3.1002)  -0.30
C (-3.7415, -4.7319, 1.7787)  -0.65
C (-3.0021, -3.9712, 0.9787)  0.07
H (1.8570, 1.9594, -4.4009)  0.35
H (1.3005, 0.8347, -5.5311)  0.40
H (2.8875, 0.4278, -4.8037)  0.27
H (-0.6003, 0.2169, -4.3502)  0.16
H (-2.6020, -0.5047, -3.7696)  0.54
H (-3.0990, -1.3040, -2.3720)  0.32
H (-2.2873, -2.1147, -3.7927)  0.37
H (-0.6476, -2.8849, 3.0472)  0.45
H (-2.0203, -4.2099, 4.6883)  0.35
H (-3.8663, -5.6528, 3.7325)  0.27
H (-4.5726, -5.2814, 1.3546)  0.38
H (-3.2845, -3.8523, -0.1037)  0.29
O (3.6878, -1.8581, -2.2984)  -0.63
P (3.1246, -2.9718, -1.2404)  0.65
O (3.4091, -4.3396, -1.7101)  -0.81
O (1.7217, -2.5211, -0.8378)  -0.39
O (4.1705, -2.6824, 0.0274)  -0.35
P (3.7790, -1.7573, 1.2118)  0.43
O (2.5847, -2.4653, 2.0830)  -0.62
O (4.9469, -1.5900, 2.1138)  -0.81
O (3.0640, -0.5441, 0.6477)  -0.40
H (3.2693, -0.9454, -2.3589)  0.48
H (1.7653, -2.4285, 1.6805)  0.52
C (1.1915, 1.4954, 2.5337)  -1.52
Si (0.4037, 1.7366, 0.8020)  -0.72
C (1.3149, 3.3051, 0.0668)  2.39
C (0.4809, 3.5444, -1.1993)  -1.18
C (2.6507, 2.7546, -0.2642)  -1.74
C (1.3541, 4.4633, 1.0101)  -1.70
C (-1.4658, 1.9886, 1.0112)  2.56
C (-1.9615, 1.1009, 2.1831)  -1.79
C (-2.0911, 1.3721, -0.2472)  -1.70
C (-2.0989, 3.3495, 1.2397)  -2.04
H (0.7947, 2.2002, 3.2259)  0.41
H (2.3456, 1.6132, 2.4383)  0.07
H (1.0492, 0.5364, 2.8892)  0.46
H (0.2064, 2.5865, -1.7145)  -0.08
H (1.1490, 4.1643, -1.9542)  0.36
H (-0.4514, 4.0678, -0.9177)  0.24
H (2.4359, 2.0995, -1.1236)  0.32
H (3.1992, 2.1455, 0.4753)  0.06
H (3.3632, 3.4549, -0.6157)  0.61
H (0.3490, 4.7127, 1.4221)  0.23
H (1.8067, 5.3807, 0.5488)  0.44
H (1.9841, 4.2757, 1.9350)  0.28
H (-1.7214, -0.0177, 2.1073)  0.15
H (-3.1036, 1.1946, 2.0917)  0.49
H (-1.5799, 1.4764, 3.1729)  0.26
H (-1.9901, 0.2569, -0.2740)  0.04
H (-1.8250, 1.8825, -1.1357)  0.33
H (-3.1809, 1.4467, -0.3202)  0.58
H (-1.8238, 3.8616, 2.1722)  0.35
H (-3.1766, 3.0880, 1.4349)  0.53
H (-2.0663, 4.0305, 0.3953)  0.33

This record from the OMol25 dataset describes an isolated molecule of C5H4O2. The level of theory is ωB97M-V/def2-TZVPD.

Values from the calculation:
SMILES ... O=C=C/C=C\C=O
Relative energy (zero: lowest compared OMol25 entry of this formula, charge and spin) ... 260.7 kJ/mol
Multiplicity ... 1
Gap between HOMO and LUMO ... 8.588 eV

Last column: Mulliken charge in e.
Cartesian coordinates (Å):
O (0.8166, -0.2161, -2.1164)  -0.49
C (1.0920, 0.2203, -1.0218)  0.22
C (0.6636, 0.9200, 0.2111)  -0.62
C (-0.1966, 0.4319, 1.1063)  0.02
C (-1.1409, -0.5683, 0.6864)  -0.82
C (-1.1392, -1.0774, -0.5438)  0.81
O (-1.3198, -1.6696, -1.5243)  -0.32
H (2.1142, 0.1755, -0.6204)  0.21
H (1.3994, 1.6896, 0.4438)  0.31
H (-0.2263, 0.7996, 2.1301)  0.37
H (-2.0735, -0.7389, 1.2066)  0.31

This record from the OMol25 dataset describes a structure of composition C25H39BBaN5O3S2. The level of theory is ωB97M-V/def2-TZVPD.

Values from the calculation:
Relative energy (zero: lowest compared OMol25 entry of this formula, charge and spin) ... 222.0 kJ/mol
Multiplicity ... 1
Net charge ... -1
Gap between HOMO and LUMO ... 5.838 eV

Last column: Mulliken charge in e.
Cartesian coordinates (Å):
Ba (-0.6137, 0.3947, 0.3733)  2.19
C (2.6979, -2.8258, -1.5841)  -1.06
C (2.2293, -1.4300, -1.3118)  0.79
N (2.3022, -0.8386, -0.1908)  0.25
N (3.0831, -1.4324, 0.7768)  -0.99
C (2.6771, -1.5620, 1.9999)  0.62
N (3.7027, -1.9266, 2.8799)  -0.57
S (1.0764, -1.5199, 2.7052)  -0.50
C (1.6933, -0.6389, -2.4789)  0.08
C (2.5939, -0.2394, -3.4669)  -0.67
C (2.1347, 0.4753, -4.5558)  -0.39
C (0.7798, 0.7482, -4.6597)  -0.66
C (-0.0495, 0.3137, -3.6442)  -0.23
N (0.3860, -0.3593, -2.5680)  -0.20
H (1.8161, -3.4716, -1.6148)  0.06
H (3.3610, -3.1571, -0.7845)  0.35
H (3.2079, -2.8994, -2.5502)  0.42
H (4.6083, -1.5899, 2.5915)  0.25
H (3.4687, -1.7330, 3.8354)  0.22
H (3.6487, -0.4740, -3.3519)  0.42
H (2.8247, 0.8185, -5.3155)  0.40
H (0.3766, 1.3013, -5.5003)  0.38
H (-1.1172, 0.5009, -3.6847)  0.44
C (0.5655, 6.1343, 1.9730)  -2.04
C (-0.5565, 5.1542, 1.6811)  1.93
C (-1.5587, 5.1733, 2.8301)  -1.79
O (0.0098, 3.8233, 1.6355)  -1.20
B (-0.4726, 3.0806, 0.5225)  0.29
O (-1.2559, 3.9822, -0.2517)  -1.06
C (-1.2095, 5.3245, 0.2725)  1.84
C (-0.3637, 6.1516, -0.6846)  -2.21
C (-2.6234, 5.8704, 0.2912)  -1.81
H (0.9588, 5.9339, 2.9728)  0.47
H (0.2106, 7.1723, 1.9412)  0.32
H (1.3836, 6.0146, 1.2608)  0.35
H (-1.0198, 4.9908, 3.7648)  0.49
H (-2.3058, 4.3803, 2.7148)  0.17
H (-2.0739, 6.1386, 2.9076)  0.30
H (0.6235, 5.7003, -0.8119)  0.35
H (-0.2467, 7.1858, -0.3423)  0.34
H (-0.8560, 6.1620, -1.6608)  0.52
H (-3.2876, 5.2415, 0.8882)  0.22
H (-3.0065, 5.8886, -0.7332)  0.47
H (-2.6445, 6.8918, 0.6873)  0.31
C (0.3921, -4.6145, 1.1849)  -0.73
S (-1.0462, -3.7793, 0.5431)  0.53
C (-1.6567, -5.1505, -0.4192)  -0.97
O (-0.5660, -2.7537, -0.4591)  -0.36
H (0.0705, -5.5011, 1.7456)  0.45
H (0.8875, -3.9004, 1.8470)  0.04
H (1.0428, -4.8805, 0.3440)  0.22
H (-1.5295, -6.0858, 0.1343)  0.38
H (-1.0786, -5.1559, -1.3462)  0.25
H (-2.7128, -4.9783, -0.6296)  0.31
C (-5.5178, 1.8105, 3.3165)  -0.97
N (-4.1990, 2.1690, 2.8373)  0.11
C (-3.1775, 1.2863, 3.3967)  -0.85
C (-4.1128, 2.2485, 1.3649)  0.17
C (-4.4072, 0.9824, 0.5719)  0.11
C (-5.7245, 0.7379, 0.1653)  -0.60
C (-6.0444, -0.3927, -0.5843)  -0.66
C (-5.0270, -1.2736, -0.9336)  -0.70
C (-3.7183, -1.0150, -0.5119)  -0.05
C (-3.3451, 0.1034, 0.2624)  -0.21
H (-5.5101, 1.7997, 4.4091)  0.35
H (-5.8594, 0.8267, 2.9694)  0.35
H (-6.2454, 2.5579, 2.9888)  0.28
H (-3.2489, 1.2934, 4.4871)  0.44
H (-2.1859, 1.6616, 3.1209)  0.06
H (-3.2591, 0.2482, 3.0490)  0.31
H (-3.0927, 2.5766, 1.1370)  -1.08
H (-4.7945, 3.0465, 1.0451)  0.64
H (-6.5079, 1.4510, 0.4094)  0.33
H (-7.0648, -0.5740, -0.8957)  0.35
H (-5.2496, -2.1465, -1.5381)  0.39
H (-2.9464, -1.7330, -0.8162)  0.25

This record from the OMol25 dataset describes a structure of composition C2H30Mn2O20. The level of theory is ωB97M-V/def2-TZVPD.

Values from the calculation:
Multiplicity ... 11
Net charge ... +2
Gap between HOMO and LUMO (spin up / spin down) ... 9.132 / 8.719 eV

Last column: Löwdin spin population.
Cartesian coordinates (Å):
Mn (2.8921, 0.1224, 0.9717)  4.77
Mn (0.4881, 3.2674, 1.0187)  4.79
C (2.8891, 3.0494, -0.1093)  0.02
O (2.1001, 3.9994, -0.3483)  0.04
O (4.0651, 2.8294, -0.6353)  0.01
O (2.4901, 2.1994, 0.7427)  0.08
H (4.2821, 3.4924, -1.2663)  0.00
C (0.0281, 0.1634, 0.3597)  0.02
O (1.0841, -0.4296, 0.0627)  0.06
O (-1.1679, -0.2556, -0.1003)  0.01
O (0.0431, 1.1704, 1.1047)  0.04
H (-1.0749, -0.9216, -0.8013)  0.00
O (-0.5859, 1.0664, 3.8867)  0.00
H (-1.3249, 0.8804, 3.3587)  0.00
H (-0.5559, 0.2804, 4.3547)  0.00
O (1.9531, 0.4124, 2.8157)  0.05
H (2.4611, 0.8184, 3.5287)  0.00
H (1.0391, 0.5634, 2.9997)  0.00
O (-3.8949, 0.3204, -1.9603)  0.00
H (-4.5269, 0.8214, -2.5113)  0.00
H (-3.4059, -0.2186, -2.5513)  0.00
O (-0.9789, -3.4856, 0.0967)  0.00
H (-1.1859, -4.3366, -0.2643)  0.00
H (-1.3939, -2.8866, -0.5353)  0.00
O (-0.0429, -2.0496, 2.3447)  0.00
H (-0.0949, -2.3416, 1.4567)  0.00
H (0.8081, -2.3416, 2.7537)  0.00
O (-0.5359, 3.1604, -1.0143)  0.04
H (-0.8719, 2.3774, -1.4793)  0.00
H (-1.1929, 3.8024, -0.9823)  0.00
O (-2.9659, 1.8154, -0.0443)  0.00
H (-3.2919, 1.3574, -0.8453)  0.00
H (-2.2849, 1.1734, 0.0437)  0.00
O (0.8951, -1.6326, -2.4463)  0.00
H (0.4541, -2.4586, -2.3213)  0.00
H (1.2201, -1.7006, -3.3683)  0.00
O (2.4981, -2.9456, -0.4993)  0.00
H (2.6221, -3.5956, -1.1863)  0.00
H (1.7491, -2.4966, -0.9493)  0.00
O (-1.6699, 3.2384, 1.7387)  0.03
H (-2.3059, 3.2894, 2.4117)  0.00
H (-2.2749, 2.9034, 1.0567)  0.00
O (3.7361, -0.4686, -0.9913)  0.03
H (4.6491, -0.1816, -1.1513)  0.00
H (3.6031, -1.4336, -1.0913)  0.00
O (-2.9299, -2.2806, 1.7947)  0.00
H (-2.1179, -1.8706, 1.5247)  0.00
H (-2.6829, -2.8456, 2.5207)  0.00
O (-2.2679, -2.2936, -2.0303)  0.00
H (-3.1449, -2.5986, -2.0313)  0.00
H (-1.8609, -2.7796, -2.7423)  0.00
O (1.2781, 1.0544, -2.1963)  0.00
H (1.1431, 0.1334, -1.9193)  0.00
H (2.1611, 1.0864, -2.5753)  0.00

This record from the OMol25 dataset describes the ion C5H13N2O with charge +1. The level of theory is ωB97M-V/def2-TZVPD.

Values from the calculation:
SMILES ... C[C@H]([NH3+])CCC(N)=O
Relative energy (zero: lowest compared OMol25 entry of this formula, charge and spin) ... 230.9 kJ/mol
Multiplicity ... 1
Net charge ... +1
Gap between HOMO and LUMO ... 10.142 eV

Last column: Mulliken charge in e.
Cartesian coordinates (Å):
C (-1.6686, 0.1276, 1.8103)  -1.46
C (-0.7636, 0.3999, 0.5744)  0.61
C (-0.7498, -0.5363, -0.6815)  -1.34
C (0.6174, -0.6485, -1.2601)  -0.72
C (1.9516, -0.4162, -0.4333)  0.72
N (2.8795, -1.1757, -1.0304)  -0.36
O (1.9460, 0.0613, 0.7148)  -0.69
N (-1.1022, 1.8026, 0.2282)  -0.21
H (-1.0368, -0.1515, 2.7024)  0.34
H (-2.4115, -0.6945, 1.8458)  0.30
H (-2.2056, 0.9428, 2.2612)  0.40
H (0.3069, 0.4485, 0.9898)  0.20
H (-0.8854, -1.5775, -0.3293)  0.36
H (-1.5886, -0.4775, -1.2382)  0.72
H (0.8386, -1.6095, -1.7302)  0.36
H (0.6558, 0.1348, -2.0251)  0.30
H (3.8051, -1.2833, -0.7091)  0.25
H (2.7772, -1.5051, -2.0277)  0.22
H (-1.3538, 2.2565, 1.0754)  0.32
H (-0.2982, 2.1773, -0.1444)  0.33
H (-1.7140, 1.7244, -0.5930)  0.34

| no. | E_tot (Ha) |
| --- | --- |
| 1 | -806.264040 |
| 2 | -2770.605169 |
| 3 | -343.293062 |
| 4 | -2322.291111 |
| 5 | -3900.678158 |
| 6 | -382.773698 |